(1)
The following is a quantum chemistry calculation of a 4-piece molecular cluster, C27H45BBrINO19P3S overall at a distorted geometry, from OMol25.

Calculated values
**Electronic energy**: -186646.37974 eV
**E_HOMO**: -0.306 Eh
**SMILES**: CCN[C@@H](OB(O)O)O[C@](C[SH](=O)=O)([C@H](O[C@@](c1ccccc1)(P(C)O)P(O)I)[C@@H](C)CC)P(O)Br.O=C1OCCO1.O=C1OCCO1.O=C1OCCO1
**Spin multiplicity**: 1
**Gap between HOMO and LUMO**: 8.4 eV
**LUMO level**: 0.0 eV

Geometry as XYZ:
```
99
C27H45BBrINO19P3S | OMol25 | the ωB97M-V functional and the def2-TZVPD basis
C 3.74 -3.27 0.89
C 4.73 -2.26 0.34
N 4.52 -0.88 0.76
C 4.78 0.08 -0.26
O 5.98 -0.15 -1.01
B 7.16 0.31 -0.49
O 7.31 0.47 0.89
O 8.20 0.63 -1.33
O 3.74 0.00 -1.19
C 2.98 1.17 -1.43
C 3.79 2.32 -2.04
S 4.80 1.96 -3.48
O 6.15 2.27 -3.09
O 4.24 2.60 -4.63
C 2.22 1.59 -0.13
O 0.88 1.94 -0.47
C -0.24 1.29 0.19
C -1.37 1.27 -0.84
C -2.43 0.35 -0.83
C -3.43 0.39 -1.83
C -3.39 1.36 -2.85
C -2.36 2.30 -2.85
C -1.37 2.26 -1.85
P -0.12 -0.46 0.86
C 0.83 -1.41 -0.36
O 0.98 -0.36 2.10
P -1.11 2.24 1.58
O 0.07 2.30 2.71
I -1.27 4.56 0.72
C 2.95 2.76 0.58
C 2.36 4.13 0.24
C 3.01 2.54 2.10
C 4.42 2.10 2.57
P 1.58 0.56 -2.67
O 1.60 1.72 -3.80
Br 2.70 -1.06 -3.76
H 3.80 -4.14 0.25
H 2.73 -2.91 0.81
H 3.97 -3.59 1.90
H 4.70 -2.33 -0.74
H 5.72 -2.59 0.65
H 5.06 -0.66 1.59
H 4.85 1.06 0.19
H 7.87 -0.22 1.23
H 8.45 -0.13 -1.87
H 3.16 3.16 -2.29
H 4.54 2.70 -1.37
H 4.71 0.61 -3.57
H 2.32 0.74 0.52
H -2.52 -0.40 -0.07
H -4.21 -0.34 -1.81
H -4.15 1.34 -3.60
H -2.31 3.04 -3.62
H -0.58 2.99 -1.86
H 1.86 -1.10 -0.46
H 0.31 -1.41 -1.31
H 0.82 -2.42 0.03
H 1.70 -0.98 1.95
H -0.23 2.88 3.41
H 3.99 2.78 0.30
H 1.83 4.16 -0.71
H 1.72 4.47 1.04
H 3.17 4.85 0.17
H 2.78 3.46 2.62
H 2.32 1.77 2.40
H 4.44 1.04 2.76
H 5.18 2.29 1.82
H 4.71 2.60 3.48
H 1.41 2.59 -3.43
O 3.86 -2.12 3.84
C 2.91 -1.73 4.43
O 2.60 -0.43 4.63
C 1.27 -0.35 5.16
C 1.10 -1.72 5.79
O 1.97 -2.53 4.99
H 1.19 0.47 5.87
H 0.57 -0.18 4.34
H 1.45 -1.75 6.83
H 0.08 -2.10 5.75
O -5.86 -1.92 -2.92
C -6.74 -1.18 -2.62
O -7.94 -1.57 -2.13
C -8.64 -0.41 -1.66
C -7.98 0.70 -2.46
O -6.67 0.17 -2.70
H -9.70 -0.50 -1.85
H -8.47 -0.30 -0.59
H -8.47 0.86 -3.43
H -7.92 1.64 -1.93
O -10.86 -2.30 -1.15
C -10.54 -3.41 -0.86
O -11.20 -4.52 -1.25
C -10.40 -5.66 -0.92
C -9.53 -5.12 0.20
O -9.47 -3.73 -0.11
H -11.03 -6.50 -0.63
H -9.81 -5.94 -1.80
H -10.00 -5.24 1.18
H -8.54 -5.55 0.23
```

What are the Mulliken partial charges on each atom? They are as follows, in elementary charge units: atom 1 (C): -1.19, atom 2 (C): -0.48, atom 3 (N): 0.69, atom 4 (C): -0.84, atom 5 (O): -0.65, atom 6 (B): 0.71, atom 7 (O): -0.53, atom 8 (O): -0.46, atom 9 (O): -0.26, atom 10 (C): -0.95, atom 11 (C): -1.28, atom 12 (S): 1.13, atom 13 (O): -0.63, atom 14 (O): -0.69, atom 15 (C): 0.90, atom 16 (O): 0.80, atom 17 (C): 1.26, atom 18 (C): -0.19, atom 19 (C): -0.56, atom 20 (C): -0.79, atom 21 (C): -0.51, atom 22 (C): -1.19, atom 23 (C): -0.41, atom 24 (P): -0.40, atom 25 (C): -0.30, atom 26 (O): 0.44, atom 27 (P): -0.23, atom 28 (O): -0.18, atom 29 (I): -0.17, atom 30 (C): 0.76, atom 31 (C): -1.80, atom 32 (C): 0.25, atom 33 (C): -1.27, atom 34 (P): 0.53, atom 35 (O): -0.53, atom 36 (Br): -0.32, atom 37 (H): 0.48, atom 38 (H): 0.11, atom 39 (H): 0.28, atom 40 (H): 0.31, atom 41 (H): 0.41, atom 42 (H): 0.38, atom 43 (H): -0.05, atom 44 (H): 0.27, atom 45 (H): 0.28, atom 46 (H): 1.04, atom 47 (H): 0.57, atom 48 (H): 0.07, atom 49 (H): -0.32, atom 50 (H): 0.50, atom 51 (H): 0.40, atom 52 (H): 0.52, atom 53 (H): 0.46, atom 54 (H): 0.51, atom 55 (H): -0.41, atom 56 (H): 0.47, atom 57 (H): 0.51, atom 58 (H): -0.11, atom 59 (H): 0.30, atom 60 (H): 0.07, atom 61 (H): 0.18, atom 62 (H): 0.36, atom 63 (H): 0.38, atom 64 (H): 0.62, atom 65 (H): -0.56, atom 66 (H): 0.08, atom 67 (H): 0.35, atom 68 (H): 0.47, atom 69 (H): 0.41, atom 70 (O): -0.52, atom 71 (C): 0.59, atom 72 (O): -0.23, atom 73 (C): 0.04, atom 74 (C): -0.45, atom 75 (O): -0.37, atom 76 (H): 0.36, atom 77 (H): -0.10, atom 78 (H): 0.30, atom 79 (H): 0.34, atom 80 (O): -0.55, atom 81 (C): 0.59, atom 82 (O): -0.25, atom 83 (C): -0.35, atom 84 (C): -0.34, atom 85 (O): -0.27, atom 86 (H): 0.37, atom 87 (H): 0.23, atom 88 (H): 0.27, atom 89 (H): 0.33, atom 90 (O): -0.53, atom 91 (C): 0.70, atom 92 (O): -0.33, atom 93 (C): -0.32, atom 94 (C): -0.29, atom 95 (O): -0.33, atom 96 (H): 0.29, atom 97 (H): 0.26, atom 98 (H): 0.26, atom 99 (H): 0.29



(2)
The following is a quantum chemistry calculation of C27H45BN7PtS2 as an isolated structure at a distorted geometry, from OMol25.

Calculated values
**Electronic energy**: -64725.98060 eV
**E_HOMO (alpha / beta)**: -0.636 / -0.636 Eh
**ΔE to the lowest compared entry with this formula, charge and spin**: 2.846 eV
**Spin multiplicity**: 1
**Gap between HOMO and LUMO (alpha / beta)**: 4.4 / 4.4 eV
**LUMO level (alpha / beta)**: -12.9 / -12.9 eV
**Charge**: +3

Geometry as XYZ:
```
83
C27H45BN7PtS2 | OMol25 | the ωB97M-V functional and the def2-TZVPD basis
Pt -0.29 0.01 0.01
C 4.86 1.53 1.53
C 3.87 0.76 0.76
C 4.13 -0.21 -0.22
C 2.88 -0.66 -0.67
N 1.94 0.01 0.00
N 2.53 0.87 0.86
B 1.73 1.80 1.80
N 0.83 2.68 0.90
N 0.05 2.15 -0.05
C -0.52 3.12 -0.76
C -0.10 4.34 -0.24
C 0.77 4.03 0.81
C 1.55 4.96 1.65
C -1.44 2.86 -1.92
C -2.84 3.36 -1.55
C -0.96 3.65 -3.15
C -1.45 1.37 -2.29
N 0.84 0.90 2.69
N 0.07 -0.06 2.15
C -0.50 -0.78 3.12
C -0.08 -0.25 4.34
C 0.78 0.81 4.03
C 1.55 1.65 4.97
C -1.42 -1.93 2.85
C -0.94 -3.16 3.64
C -2.82 -1.56 3.36
C -1.43 -2.31 1.37
C 2.61 -1.70 -1.71
C 3.27 -1.26 -3.03
C 1.11 -1.90 -1.90
C 3.28 -3.01 -1.28
H 5.86 1.24 1.24
H 4.74 1.36 2.60
H 4.74 2.60 1.36
H 5.10 -0.54 -0.54
H 2.44 2.46 2.45
H -0.36 5.33 -0.57
H 1.28 5.98 1.41
H 2.62 4.83 1.47
H 1.39 4.79 2.71
H -2.81 4.43 -1.36
H -3.20 2.88 -0.63
H -3.55 3.18 -2.35
H -0.93 4.72 -2.94
H -1.64 3.49 -3.98
H 0.03 3.32 -3.45
H -1.61 0.71 -1.40
H -0.51 1.11 -2.78
H -2.25 1.17 -3.00
H -0.35 -0.58 5.33
H 1.27 1.41 5.99
H 1.38 2.71 4.80
H 2.62 1.47 4.84
H -0.93 -2.96 4.71
H 0.05 -3.46 3.33
H -1.62 -4.00 3.47
H -2.78 -1.35 4.43
H -3.52 -2.38 3.20
H -3.19 -0.66 2.86
H -0.52 -2.84 1.11
H -1.53 -1.40 0.70
H -2.27 -2.96 1.15
H 2.88 -0.30 -3.36
H 3.09 -2.00 -3.79
H 4.35 -1.16 -2.91
H 0.64 -0.97 -2.26
H 0.65 -2.24 -0.96
H 0.93 -2.67 -2.65
H 4.36 -2.89 -1.19
H 3.10 -3.78 -2.02
H 2.90 -3.35 -0.32
S -3.15 1.05 1.07
C -4.75 0.70 0.69
N -5.16 -0.23 -0.16
C -6.59 -0.45 -0.29
C -7.29 0.72 0.39
S -6.05 1.59 1.41
H -4.53 -0.86 -0.63
H -6.85 -1.40 0.19
H -6.87 -0.52 -1.34
H -8.11 0.40 1.03
H -7.69 1.45 -0.33
```

What are the Mulliken partial charges on each atom? They are as follows, in elementary charge units: atom 1 (Pt): 2.48, atom 2 (C): -1.42, atom 3 (C): 0.52, atom 4 (C): -1.27, atom 5 (C): -0.24, atom 6 (N): -0.13, atom 7 (N): 0.58, atom 8 (B): -1.67, atom 9 (N): 0.95, atom 10 (N): -0.34, atom 11 (C): -0.20, atom 12 (C): -1.35, atom 13 (C): 0.63, atom 14 (C): -1.43, atom 15 (C): 2.07, atom 16 (C): -1.38, atom 17 (C): -1.81, atom 18 (C): -1.46, atom 19 (N): 0.94, atom 20 (N): -0.42, atom 21 (C): -0.23, atom 22 (C): -1.34, atom 23 (C): 0.59, atom 24 (C): -1.41, atom 25 (C): 1.98, atom 26 (C): -1.81, atom 27 (C): -1.39, atom 28 (C): -1.30, atom 29 (C): 2.10, atom 30 (C): -1.63, atom 31 (C): -1.34, atom 32 (C): -1.63, atom 33 (H): 0.40, atom 34 (H): 0.31, atom 35 (H): 0.31, atom 36 (H): 0.60, atom 37 (H): -0.01, atom 38 (H): 0.60, atom 39 (H): 0.39, atom 40 (H): 0.31, atom 41 (H): 0.30, atom 42 (H): 0.40, atom 43 (H): 0.13, atom 44 (H): 0.49, atom 45 (H): 0.42, atom 46 (H): 0.46, atom 47 (H): 0.44, atom 48 (H): 0.15, atom 49 (H): 0.33, atom 50 (H): 0.59, atom 51 (H): 0.61, atom 52 (H): 0.40, atom 53 (H): 0.30, atom 54 (H): 0.31, atom 55 (H): 0.42, atom 56 (H): 0.44, atom 57 (H): 0.46, atom 58 (H): 0.39, atom 59 (H): 0.49, atom 60 (H): 0.14, atom 61 (H): 0.32, atom 62 (H): 0.14, atom 63 (H): 0.58, atom 64 (H): 0.36, atom 65 (H): 0.46, atom 66 (H): 0.39, atom 67 (H): 0.03, atom 68 (H): 0.01, atom 69 (H): 0.61, atom 70 (H): 0.39, atom 71 (H): 0.46, atom 72 (H): 0.37, atom 73 (S): -0.21, atom 74 (C): 0.55, atom 75 (N): -0.21, atom 76 (C): -0.62, atom 77 (C): -0.49, atom 78 (S): 0.01, atom 79 (H): 0.23, atom 80 (H): 0.32, atom 81 (H): 0.35, atom 82 (H): 0.41, atom 83 (H): 0.35



(3)
The following is a quantum chemistry calculation of C27H45BiCl2N2O4PS2Si2 as an isolated structure, from OMol25.

Calculated values
**Electronic energy**: -117503.42386 eV
**E_HOMO (alpha / beta)**: 0.002 / -0.068 Eh
**ΔE to the lowest compared entry with this formula, charge and spin**: 0.697 eV
**Spin multiplicity**: 2
**Gap between HOMO and LUMO (alpha / beta)**: 4.4 / 6.3 eV
**LUMO level (alpha / beta)**: 4.4 / 4.4 eV
**Charge**: -2

Geometry as XYZ:
```
86
C27H45BiCl2N2O4PS2Si2 | OMol25 | the ωB97M-V functional and the def2-TZVPD basis
Bi 0.05 0.24 -0.26
Cl -3.26 -1.17 -7.14
C -2.92 -1.03 -5.40
C -3.60 -1.85 -4.51
C -3.31 -1.73 -3.15
Cl -4.16 -2.77 -2.03
C -2.37 -0.82 -2.61
O -2.12 -0.75 -1.36
C -1.70 0.05 -3.58
C -0.79 1.05 -3.23
O -0.27 1.42 -2.07
C -2.00 -0.11 -4.97
H -4.34 -2.57 -4.86
H -0.42 1.66 -4.07
H -1.49 0.53 -5.69
C -6.02 -0.67 2.22
C -5.41 0.47 1.43
O -4.76 1.39 2.32
P -3.13 1.49 2.18
S -2.73 2.29 0.43
S -2.31 -0.18 2.77
O -2.89 2.57 3.38
C -3.31 3.93 3.21
C -4.02 4.36 4.48
H -6.50 -1.38 1.54
H -6.75 -0.30 2.93
H -5.23 -1.19 2.76
H -6.18 1.03 0.89
H -4.71 0.09 0.68
H -3.96 4.03 2.34
H -2.42 4.54 3.03
H -4.89 3.72 4.65
H -4.35 5.40 4.39
H -3.35 4.27 5.34
C 0.27 4.15 -0.08
Si 1.08 2.59 0.57
C 1.15 2.73 2.46
C 2.89 2.77 -0.03
C 3.64 3.90 0.35
C 4.93 4.11 -0.11
C 5.50 3.20 -0.99
C 4.77 2.08 -1.38
C 3.48 1.84 -0.91
Si 2.55 0.25 -1.41
C 3.90 -1.08 -1.16
C 2.44 0.29 -3.30
H 0.87 5.02 0.20
H -0.74 4.26 0.31
H 0.21 4.10 -1.17
H 1.21 3.78 2.76
H 2.03 2.21 2.86
H 0.25 2.30 2.92
H 3.20 4.63 1.03
H 5.49 4.98 0.21
H 6.50 3.36 -1.37
H 5.23 1.37 -2.07
H 4.68 -0.90 -1.92
H 3.53 -2.10 -1.31
H 4.38 -1.03 -0.18
H 3.45 0.35 -3.73
H 1.85 1.15 -3.63
H 1.95 -0.61 -3.69
C -1.07 -3.24 0.43
N 0.26 -2.90 -0.03
C 0.43 -3.21 -1.44
C 1.32 -3.45 0.78
C 1.29 -2.95 2.22
N 1.37 -1.50 2.33
C 2.74 -1.05 2.21
C 0.77 -1.01 3.56
H -1.25 -4.34 0.41
H -1.81 -2.75 -0.20
H -1.24 -2.87 1.44
H 0.41 -4.29 -1.64
H 1.38 -2.81 -1.80
H -0.38 -2.74 -2.01
H 2.28 -3.17 0.32
H 1.29 -4.56 0.80
H 2.12 -3.44 2.76
H 0.37 -3.28 2.70
H 3.38 -1.44 3.02
H 2.78 0.05 2.25
H 3.16 -1.36 1.26
H 1.28 -1.42 4.46
H -0.29 -1.26 3.59
H 0.84 0.08 3.60
```

What are the Mulliken partial charges on each atom? They are as follows, in elementary charge units: atom 1 (Bi): -0.42, atom 2 (Cl): -0.32, atom 3 (C): 0.48, atom 4 (C): -0.85, atom 5 (C): 0.84, atom 6 (Cl): -0.29, atom 7 (C): -0.84, atom 8 (O): -0.10, atom 9 (C): 1.59, atom 10 (C): -1.02, atom 11 (O): -0.13, atom 12 (C): -1.37, atom 13 (H): 0.40, atom 14 (H): 0.20, atom 15 (H): 0.32, atom 16 (C): -1.14, atom 17 (C): 0.00, atom 18 (O): -0.43, atom 19 (P): 1.00, atom 20 (S): -0.38, atom 21 (S): -0.62, atom 22 (O): -0.41, atom 23 (C): -0.11, atom 24 (C): -1.34, atom 25 (H): 0.39, atom 26 (H): 0.30, atom 27 (H): 0.19, atom 28 (H): 0.29, atom 29 (H): -0.02, atom 30 (H): 0.37, atom 31 (H): 0.25, atom 32 (H): 0.28, atom 33 (H): 0.39, atom 34 (H): 0.29, atom 35 (C): -1.10, atom 36 (Si): 0.36, atom 37 (C): -1.20, atom 38 (C): 0.46, atom 39 (C): -0.41, atom 40 (C): -0.68, atom 41 (C): -0.67, atom 42 (C): -0.57, atom 43 (C): 0.58, atom 44 (Si): 0.97, atom 45 (C): -1.68, atom 46 (C): -1.35, atom 47 (H): 0.41, atom 48 (H): 0.26, atom 49 (H): 0.20, atom 50 (H): 0.44, atom 51 (H): 0.41, atom 52 (H): 0.20, atom 53 (H): 0.27, atom 54 (H): 0.36, atom 55 (H): 0.37, atom 56 (H): 0.19, atom 57 (H): 0.47, atom 58 (H): 0.44, atom 59 (H): 0.49, atom 60 (H): 0.38, atom 61 (H): 0.30, atom 62 (H): 0.31, atom 63 (C): -0.52, atom 64 (N): 1.20, atom 65 (C): -0.64, atom 66 (C): -0.95, atom 67 (C): -1.48, atom 68 (N): 1.40, atom 69 (C): -0.67, atom 70 (C): -0.96, atom 71 (H): 0.22, atom 72 (H): -0.09, atom 73 (H): 0.01, atom 74 (H): 0.31, atom 75 (H): 0.00, atom 76 (H): 0.03, atom 77 (H): 0.14, atom 78 (H): 0.34, atom 79 (H): 0.47, atom 80 (H): 0.51, atom 81 (H): 0.33, atom 82 (H): 0.05, atom 83 (H): -0.26, atom 84 (H): 0.32, atom 85 (H): 0.15, atom 86 (H): 0.10